(1)
Here is 34 unconnected molecules or ions with the total composition C3H76B2O37PS from the Open Molecules 2025 dataset. Energies are from ωB97M-V with the def2-TZVPD basis set.

```
120
Properties=species:S:1:pos:R:3:mulliken_charge:R:1
O -0.87611 3.43728 -0.07962 -0.25
B -0.91207 2.13248 -0.53870 0.68
O -1.88120 1.30889 0.02466 -0.33
C 0.11932 1.69191 -1.64378 -0.37
C 0.58534 0.23284 -1.56012 1.56
O 0.37118 -0.52375 -2.72927 -1.19
B 1.08176 -1.80527 -2.34200 1.74
O 2.43694 -1.22411 -1.93780 -0.71
C 2.09224 -0.09453 -1.21071 0.86
P 3.43960 1.10152 -1.59837 0.40
S 4.93953 0.91339 -0.31567 -0.54
H -0.01548 3.81263 -0.30728 0.14
H -1.50586 0.81667 0.76087 0.20
H -0.36879 1.86763 -2.60739 -0.01
H 0.96901 2.37774 -1.60606 -0.67
H -0.04301 -0.24083 -0.80343 -1.08
H 1.05304 -2.67777 -3.17469 -0.47
H 0.63733 -2.28203 -1.31065 -0.29
H 2.14862 -0.18984 -0.11417 -0.12
H 3.93374 0.88810 -2.88712 0.00
H 3.02805 2.44647 -1.56566 -0.09
O 0.75565 5.31329 1.32221 -0.65
H 0.54833 4.79641 2.11412 0.44
H -0.10630 5.62889 1.02572 0.13
O -1.34320 -1.99427 0.14880 -0.43
H -1.58565 -2.51764 0.92207 0.23
H -2.18296 -1.67394 -0.20990 0.23
O 0.73388 -1.18441 2.20934 -0.59
H 0.56425 -0.28151 2.49402 0.29
H 0.24796 -1.30559 1.37694 0.24
O 1.41491 3.80155 4.08912 -0.57
H 2.35710 3.92157 3.91055 0.30
H 1.30307 4.06247 5.01089 0.27
O 3.73824 1.92186 2.84911 -0.48
H 4.25553 1.70278 2.05573 0.17
H 4.35612 1.80177 3.57467 0.26
O 0.08421 -4.85624 -2.35008 -0.53
H 0.43409 -5.60488 -2.84588 0.28
H -0.53460 -5.22776 -1.71151 0.21
O 3.64547 -0.96617 3.26497 -0.54
H 3.66946 -1.87845 3.57326 0.23
H 2.87163 -0.92718 2.68695 0.34
O -2.58401 -2.01964 -2.33791 -0.56
H -2.92241 -1.78107 -3.20775 0.17
H -1.75383 -1.51651 -2.25976 0.22
O 2.40536 -6.19624 -4.09764 -0.63
H 1.98837 -5.85293 -4.90035 0.37
H 3.22412 -5.69727 -4.02535 0.28
O -2.90499 4.91981 -1.95289 -0.71
H -3.83178 4.64628 -2.01379 0.38
H -2.49498 4.29057 -1.34680 0.31
O -2.27604 -6.32177 -1.42458 -0.57
H -2.33072 -7.23787 -1.13079 0.30
H -3.10153 -6.15798 -1.89248 0.28
O -3.63874 -7.73406 0.56733 -0.65
H -4.22735 -7.81843 1.32512 0.31
H -3.54108 -6.77868 0.44542 0.32
O 2.32956 -8.99628 -5.70939 -0.66
H 2.16724 -8.10025 -5.38059 0.35
H 1.76772 -9.06987 -6.48554 0.31
O 1.12119 1.84575 -4.68640 -0.65
H 1.12146 0.94276 -4.32285 0.35
H 0.30075 1.89174 -5.18441 0.28
O 8.07790 2.33955 0.44708 -0.64
H 7.16757 2.01754 0.36626 0.32
H 8.46371 1.77704 1.12404 0.29
O -2.96075 -10.51564 1.90549 -0.63
H -2.07642 -10.52536 2.28298 0.32
H -3.07559 -9.61050 1.59487 0.34
O 3.31648 -2.87318 5.46200 -0.61
H 4.08792 -2.87478 6.03691 0.27
H 2.57010 -2.76310 6.06089 0.33
O 0.99868 0.93252 5.35333 -0.58
H 1.11535 1.23072 6.25930 0.25
H 0.97642 1.74760 4.83457 0.37
O -0.21357 -7.20868 -4.73175 -0.56
H -1.13675 -7.45912 -4.82528 0.24
H 0.15988 -7.86692 -4.13455 0.33
O -2.12619 6.23864 0.95381 -0.43
H -2.43130 6.13856 0.03843 0.22
H -2.85972 6.65649 1.42087 0.26
O -3.96101 4.15465 2.48242 -0.66
H -3.43117 3.96112 1.69816 0.33
H -3.32589 4.10106 3.20467 0.33
O -5.64923 4.27118 -2.81864 -0.68
H -6.21931 5.00351 -2.56378 0.32
H -5.62263 4.30168 -3.78028 0.32
O -0.64790 6.22965 3.65485 -0.51
H -1.00227 6.41921 2.77628 0.17
H 0.16974 6.73837 3.67749 0.35
O 1.46351 -4.38303 -6.14556 -0.67
H 1.30060 -3.57694 -5.63806 0.32
H 0.87272 -4.33102 -6.90072 0.28
O 1.10473 5.57136 -1.88351 -0.56
H 1.24015 5.86840 -0.97709 0.27
H 1.02803 6.38556 -2.38900 0.27
O -3.99918 -2.85971 -4.76872 -0.59
H -4.01333 -3.77882 -4.48430 0.30
H -4.75925 -2.75801 -5.34858 0.28
O -0.81073 8.44234 -0.72685 -0.62
H -1.06371 7.93957 0.05769 0.35
H -1.64528 8.69097 -1.13421 0.29
O 0.85793 -4.87104 5.00020 -0.65
H 0.39318 -4.31911 4.36272 0.34
H 1.65563 -4.36976 5.20100 0.33
O 5.89378 1.52712 -4.23340 -0.60
H 5.45476 1.72126 -5.06739 0.30
H 6.69714 2.05535 -4.24422 0.29
O -4.43272 -4.09117 -0.87626 -0.64
H -4.89532 -3.49112 -1.46952 0.29
H -3.59632 -3.62987 -0.72657 0.31
O -0.09527 5.36143 6.73103 -0.65
H -0.45363 5.32324 5.83619 0.27
H -0.75852 5.84984 7.23117 0.34
O 0.10634 6.92395 9.18486 -0.65
H 0.49375 6.13777 8.78172 0.34
H -0.49235 6.58430 9.85719 0.32
O -4.83841 0.97643 2.50303 -0.58
H -5.48379 0.83077 3.20029 0.27
H -4.86716 1.92811 2.34365 0.33
```

## Properties
Lowest unoccupied orbital energy in eV: 1.3
Charge: -1
E_HOMO in Eh: -0.17491

(2)
Here is 34 unconnected molecules or ions with the total composition C3H76B2O37PS from the Open Molecules 2025 dataset. Energies are from ωB97M-V with the def2-TZVPD basis set.

```
120
Properties=species:S:1:pos:R:3:mulliken_charge:R:1
O -1.48080 3.20009 -0.31947 -0.20
B -1.28382 1.84856 -0.56888 0.59
O -1.99130 0.97816 0.26398 -0.26
C -0.34892 1.37237 -1.74114 -0.48
C 0.41750 0.06666 -1.51534 1.71
O 0.16887 -0.86674 -2.53852 -1.49
B 1.16594 -1.94526 -2.13515 2.32
O 2.42635 -1.07778 -2.01177 -0.72
C 1.96759 0.08636 -1.38564 0.89
P 2.98353 1.40956 -2.16271 0.39
S 4.65121 1.73714 -1.14907 -0.54
H -0.78407 3.71331 -0.74792 0.03
H -1.50136 0.62339 1.00398 0.20
H -0.99064 1.24176 -2.62874 -0.01
H 0.32646 2.19962 -1.99999 -0.62
H 0.08835 -0.38792 -0.58439 -1.07
H 1.21565 -2.87430 -2.92551 -0.66
H 0.90947 -2.34339 -1.00983 -0.30
H 2.21836 0.18317 -0.30700 -0.18
H 3.24277 1.00755 -3.47142 0.00
H 2.28633 2.62081 -2.29426 -0.08
O -0.14011 5.55183 0.45720 -0.66
H -0.10081 5.12253 1.32614 0.48
H -1.08821 5.61377 0.28422 0.13
O -0.88323 -2.18252 0.74045 -0.45
H -0.96532 -2.61841 1.59481 0.21
H -1.78710 -2.03201 0.43672 0.22
O 1.21025 -0.83432 2.45734 -0.59
H 0.93442 0.05643 2.69272 0.28
H 0.69205 -1.11055 1.68515 0.25
O 1.04589 4.61899 3.15302 -0.58
H 1.92421 4.83679 2.81318 0.29
H 0.98620 5.00688 4.03279 0.26
O 3.54365 3.03434 1.88971 -0.46
H 4.01373 2.77038 1.08051 0.15
H 4.24538 3.13850 2.53781 0.26
O 0.65899 -5.14212 -1.65148 -0.50
H 1.06226 -5.88281 -2.11574 0.28
H 0.16906 -5.50409 -0.91046 0.20
O 4.15499 0.22663 2.73590 -0.55
H 4.40213 -0.60056 3.16089 0.23
H 3.33955 0.02174 2.26410 0.34
O -2.30555 -2.68828 -1.62247 -0.54
H -2.74666 -2.61936 -2.47629 0.16
H -1.54874 -2.08270 -1.69425 0.19
O 2.91202 -6.26029 -3.50992 -0.65
H 2.30957 -6.01186 -4.22810 0.40
H 3.62528 -5.61912 -3.57138 0.27
O -3.93987 4.05349 -1.80307 -0.79
H -4.78782 3.59873 -1.68390 0.39
H -3.30836 3.58014 -1.24601 0.41
O -1.37239 -6.75731 -0.23075 -0.57
H -1.27271 -7.62209 0.18104 0.30
H -2.25888 -6.74206 -0.60514 0.29
O -2.34267 -7.98563 2.10511 -0.65
H -2.83766 -8.01003 2.93059 0.31
H -2.37406 -7.05817 1.83086 0.32
O 3.16020 -9.13481 -4.90091 -0.67
H 2.88733 -8.25416 -4.60375 0.36
H 2.52678 -9.36701 -5.58460 0.31
O 0.16212 1.02188 -4.84003 -0.67
H 0.40387 0.24096 -4.30451 0.36
H -0.70956 0.80408 -5.17946 0.28
O 7.45451 3.83870 -1.18205 -0.64
H 6.64085 3.32261 -1.07608 0.32
H 8.03502 3.50182 -0.49463 0.29
O -1.12491 -10.40734 3.68103 -0.63
H -0.20467 -10.25047 3.90954 0.32
H -1.41115 -9.58697 3.26345 0.34
O 4.47556 -1.36949 5.19446 -0.62
H 5.28148 -1.13342 5.66293 0.27
H 3.77459 -1.28943 5.84989 0.33
O 1.26884 1.99871 4.82610 -0.59
H 1.42517 2.43052 5.66933 0.25
H 1.06729 2.72008 4.21514 0.38
O 0.47530 -7.74889 -3.69540 -0.57
H -0.39424 -8.15247 -3.63556 0.24
H 1.04258 -8.27746 -3.12326 0.33
O -3.03463 5.63281 0.22195 -0.34
H -3.31738 5.29801 -0.65429 0.28
H -3.84556 5.80417 0.71146 0.24
O -3.80512 3.28715 2.13691 -0.69
H -3.28387 3.19632 1.32550 0.37
H -3.15660 3.58029 2.78577 0.32
O -6.57498 2.79565 -2.09222 -0.68
H -7.25077 3.41063 -1.79135 0.32
H -6.69544 2.72641 -3.04425 0.32
O -1.46392 6.48730 2.80515 -0.52
H -1.90230 6.42794 1.94620 0.15
H -0.79863 7.16756 2.65399 0.34
O 1.48544 -4.52355 -5.16060 -0.75
H 1.33148 -3.85744 -4.47082 0.29
H 0.75124 -4.44902 -5.77342 0.26
O -0.32371 5.41027 -2.69462 -0.57
H -0.13272 5.86314 -1.86493 0.27
H -0.67274 6.10426 -3.26134 0.28
O -3.75799 -3.97927 -3.80785 -0.58
H -3.59750 -4.84056 -3.41170 0.30
H -4.55878 -4.06144 -4.33146 0.28
O -2.68039 7.94207 -1.78149 -0.64
H -2.70237 7.47271 -0.93761 0.34
H -3.56119 7.82830 -2.14814 0.30
O 2.47281 -3.82732 5.20016 -0.66
H 1.88270 -3.45101 4.53816 0.34
H 3.17493 -3.17289 5.27565 0.33
O 4.83034 1.71580 -5.26082 -0.60
H 4.23126 1.66581 -6.01126 0.30
H 5.49232 2.37162 -5.49466 0.29
O -3.68009 -4.76428 0.23387 -0.65
H -4.27825 -4.31309 -0.37071 0.29
H -2.90769 -4.18113 0.20878 0.32
O -0.48337 6.32376 5.79190 -0.65
H -0.89669 6.06064 4.96067 0.27
H -1.18862 6.75149 6.28905 0.34
O -0.40921 8.26245 7.97932 -0.65
H 0.12665 7.52614 7.66194 0.34
H -0.84727 7.93447 8.76988 0.32
O -3.39214 0.07740 2.63016 -0.54
H -3.89006 -0.19214 3.40623 0.24
H -3.78309 0.92112 2.36668 0.32
```

## Properties
Lowest unoccupied orbital energy in eV: 1.3
Charge: -1
E_HOMO in Eh: -0.18864

Energy ordering: (2) at the bottom, the next structure 1.072 eV above.

(1)
Here is 2 unconnected molecules or ions with the total composition C6H15BrN from the Open Molecules 2025 dataset. Energies are from ωB97M-V with the def2-TZVPD basis set.

```
23
Properties=species:S:1:pos:R:3:nbo_charge:R:1
C 1.39673 -1.81973 0.87654 -0.78
C -0.92072 -2.58428 0.22625 -0.75
C 0.69559 -1.65500 -1.51692 -0.76
C -0.90156 3.74881 0.08566 -0.43
C -0.10506 1.33473 0.19255 -0.55
C 0.37061 -2.00949 -0.13655 0.61
N -0.73942 2.50396 0.87329 -0.54
Br 1.83104 1.61949 0.14281 -0.05
H 1.64957 -0.74987 0.94006 0.33
H 1.10886 -2.17390 1.86139 0.25
H 2.33862 -2.27917 0.57367 0.28
H -0.76608 -3.61870 0.55007 0.30
H -1.63880 -2.57564 -0.58736 0.25
H -1.33668 -2.07811 1.09887 0.29
H 1.31463 -2.44109 -1.96207 0.30
H -0.18781 -1.54119 -2.13758 0.25
H 1.30938 -0.75324 -1.54499 0.29
H -1.54981 3.55205 -0.76671 0.22
H -1.34149 4.53690 0.69431 0.22
H 0.07012 4.07806 -0.27900 0.24
H -0.45463 1.32718 -0.84476 0.16
H -1.66465 2.18981 1.18308 0.43
H -0.17787 2.70205 1.70960 0.43
```

## Properties
Lowest unoccupied orbital energy in eV: -5.1
Charge: +1
E_HOMO in Eh: -0.39697

(2)
Here is 2 unconnected molecules or ions with the total composition C6H15BrN from the Open Molecules 2025 dataset. Energies are from ωB97M-V with the def2-TZVPD basis set.

```
23
Properties=species:S:1:pos:R:3:nbo_charge:R:1
C -1.43414 -1.11596 -0.62166 -0.62
C 1.11750 -1.16444 -0.28462 -0.60
C -0.44745 -1.18851 1.63336 -0.65
C 0.62792 1.57676 1.07499 -0.45
C 0.04585 1.53419 -2.14796 -0.24
C -0.22068 -0.64119 0.22317 0.11
N -0.20325 0.82579 0.29532 -0.46
Br 1.62327 2.43143 -1.95493 0.34
H -1.32776 -2.29489 -0.80855 0.25
H -2.29632 -1.15934 0.06438 0.24
H -1.51073 -0.58502 -1.53833 0.21
H 1.13797 -2.17810 -0.11085 0.24
H 1.87450 -0.58008 0.18380 0.22
H 1.21328 -0.89853 -1.32350 0.19
H 0.57985 -1.53898 2.04013 0.23
H -0.75747 -0.46862 2.45771 0.24
H -1.12648 -2.03231 1.65178 0.24
H 1.53159 2.08605 0.43187 0.20
H 0.21300 2.45216 1.68072 0.25
H 1.06079 0.96229 1.84842 0.24
H 0.20964 0.60264 -2.46558 0.19
H -0.83616 2.04769 -2.41572 0.23
H -1.07472 1.32698 0.08606 0.42
```

## Properties
Lowest unoccupied orbital energy (spin up / spin down) in eV: -6.2 / -6.2
Charge: +1
E_HOMO (spin up / spin down) in Eh: -0.50898 / -0.50797

Energy ordering: (1) at the bottom, the next structure 0.681 eV above.

(1)
Here is a gas-phase ion, C4H13N3 (charge -1) from the Open Molecules 2025 dataset. Energies are from ωB97M-V with the def2-TZVPD basis set.

```
20
Properties=species:S:1:pos:R:3:nbo_charge:R:1
N -0.29025 1.24850 0.15814 -0.94
C 0.30626 0.14369 -0.46279 -0.04
C -0.16447 -1.24071 0.19653 -0.52
C -1.54696 -1.25627 0.76038 -0.73
N -2.49454 -0.65130 -0.26914 -0.97
C 1.94822 0.15903 -0.08234 -0.25
N 2.37146 1.54006 -0.49014 -0.87
H 0.38611 1.68991 0.79954 0.35
H -1.31566 1.05079 0.37723 0.42
H 0.28799 0.29904 -1.51014 0.17
H 0.05944 -1.86526 -0.65134 0.19
H 0.57289 -1.61587 1.01490 0.18
H -1.39973 -0.53608 1.58909 0.17
H -1.80056 -2.29109 1.14110 0.16
H -2.39156 -1.34409 -1.05892 0.33
H -3.48782 -0.73043 0.11473 0.30
H 2.33097 -0.68136 -0.68278 0.18
H 2.14316 0.20993 0.98915 0.17
H 1.48944 1.98333 -0.70851 0.37
H 2.76034 2.03595 0.32327 0.34
```

## Properties
<S²>: 0.751
Lowest unoccupied orbital energy (spin up / spin down) in eV: 3.9 / 3.8
Charge: -1
E_HOMO (spin up / spin down) in Eh: 0.04711 / -0.19352
Spin multiplicity: 2

(2)
Here is a gas-phase ion, C4H13N3 (charge -1) from the Open Molecules 2025 dataset. Energies are from ωB97M-V with the def2-TZVPD basis set.

```
20
Properties=species:S:1:pos:R:3:nbo_charge:R:1
N -0.70489 0.13697 3.37916 -0.86
C -0.45731 -0.61170 2.14963 -0.44
C 0.08594 0.29998 0.99377 -0.27
N -0.55036 0.07792 -0.27497 -0.66
C 0.05073 -0.80788 -1.25745 -0.48
C 0.27066 -0.13438 -2.59340 -0.47
N 1.13456 1.03724 -2.47177 -0.89
H -0.78619 -0.50934 4.15197 0.34
H 0.06312 0.75466 3.61072 0.34
H 0.31446 -1.36748 2.30530 0.15
H -1.37311 -1.00736 1.77311 0.17
H 1.13736 0.04453 0.91098 0.19
H 0.04590 1.35305 1.27386 0.17
H -1.55208 0.04256 -0.18339 0.35
H -0.44681 -1.77210 -1.31917 0.16
H 1.04873 -0.97917 -0.83806 0.18
H -0.68613 0.22738 -2.98109 0.17
H 0.65055 -0.81384 -3.35616 0.16
H 0.72205 1.88807 -2.81437 0.35
H 2.09752 0.94248 -2.74857 0.35
```

## Properties
<S²>: 0.750
Lowest unoccupied orbital energy (spin up / spin down) in eV: 3.9 / 4.3
Charge: -1
E_HOMO (spin up / spin down) in Eh: 0.05838 / -0.17128
Spin multiplicity: 2

(3)
Here is a gas-phase ion, C4H13N3 (charge -1) from the Open Molecules 2025 dataset. Energies are from ωB97M-V with the def2-TZVPD basis set.

```
20
Properties=species:S:1:pos:R:3:nbo_charge:R:1
N -0.07642 -2.24059 1.34177 -0.86
C 0.97079 -1.19778 1.25273 -0.64
C 1.40079 -0.77240 -0.15648 -0.45
N 0.81445 0.44176 -0.72097 -0.66
C -0.56931 0.33244 -1.12566 -0.26
C -1.36922 1.60481 -0.96395 -0.27
N -1.18174 2.27906 0.33854 -0.92
H -0.67601 -2.28171 0.52546 0.33
H 0.37838 -3.14913 1.31264 0.33
H 1.76682 -1.58117 1.84929 0.17
H 0.51902 -0.29920 1.67505 0.16
H 2.49052 -0.68947 -0.28141 0.19
H 1.23967 -1.58482 -0.86607 0.17
H 0.94605 1.20242 -0.07133 0.35
H -0.57548 -0.02283 -2.15893 0.18
H -1.06065 -0.46419 -0.55911 0.15
H -1.12216 2.33888 -1.72244 0.18
H -2.43606 1.43174 -1.05890 0.18
H -0.50757 3.02923 0.31734 0.33
H -0.95188 1.62295 1.07243 0.35
```

## Properties
<S²>: 0.750
Lowest unoccupied orbital energy (spin up / spin down) in eV: 4.1 / 4.0
Charge: -1
E_HOMO (spin up / spin down) in Eh: 0.05637 / -0.18222
Spin multiplicity: 2

Energy ordering: (3) at the bottom, the next structure 0.142 eV above.